1.
Below is the molecule C21H35N3O4, with properties calculated with the ωB97M-V functional and the def2-TZVPD basis.

Geometry as XYZ:
```
63
Properties=species:S:1:pos:R:3
O -1.0268 1.1103 1.7616
O 0.8937 -2.7058 3.9003
O 4.3002 1.6682 -4.1031
O 1.8986 2.8695 -2.4609
N 1.6162 1.1236 -1.0877
N -0.5533 -2.2248 5.5799
N 0.2497 -0.6155 2.4548
C 1.8739 0.1267 -0.0549
C -0.2168 0.2351 1.5115
C 4.6525 3.0056 -1.6728
C -2.6063 -1.6157 -1.1412
C -1.2658 -5.4775 7.4094
C 0.0910 -1.9507 4.4263
C 0.3358 -0.0042 0.1182
C 3.6752 -0.5419 -3.0461
C 0.1824 1.2154 -0.8234
C 0.4016 0.5415 4.6232
C 5.6894 0.1194 -2.6628
C -2.5541 -3.3290 7.5391
C -0.2353 -0.5897 3.8137
C 4.3530 0.8483 -2.9625
C 3.8912 1.6880 -1.7636
C 4.8734 -1.1318 -2.2716
C 2.3920 1.9624 -1.8183
C -1.6687 -1.5376 -0.2096
C -0.3227 -3.4324 6.3527
C -0.2162 -1.3018 -0.4939
C -1.6109 -4.1773 6.6911
H -0.0002 0.5814 5.6365
H 4.4117 3.5251 -0.7445
H 2.6687 -0.6513 -2.6435
H 4.0971 1.0859 -0.8732
H 0.8687 -1.3829 2.2315
H 1.4812 0.3976 4.6834
H -2.1089 -4.4183 5.7462
H -3.6438 -1.7873 -0.8870
H 4.3768 3.6464 -2.5065
H -2.8862 -2.4266 7.0213
H 0.1940 1.4907 4.1326
H 4.6893 -1.1783 -1.1981
H -2.3651 -1.5103 -2.1930
H -1.1946 -1.5371 5.9370
H 3.6737 -0.8878 -4.0824
H 2.3950 0.5214 0.8229
H 5.7291 2.8334 -1.7009
H -2.1663 -6.0488 7.6366
H 0.3331 -4.0622 5.7544
H -0.1061 2.1372 -0.3198
H 5.2518 -2.0976 -2.5993
H 0.3573 -2.1439 -0.0867
H -0.7556 -5.2722 8.3541
H -0.0313 -1.2845 -1.5706
H 0.2107 -3.1858 7.2781
H -2.0671 -3.0282 8.4709
H -1.3197 -0.4465 3.7926
H 6.2471 -0.0404 -3.5874
H 6.3542 0.5611 -1.9205
H 2.3784 -0.7797 -0.4011
H -3.4512 -3.8915 7.8002
H -1.9457 -1.6424 0.8355
H -0.4518 1.0622 -1.6970
H -0.6108 -6.1053 6.8035
H 4.5273 1.1357 -4.8714
```

Its SMILES is C=CCC1(C(=O)N[C@H](C)C(=O)NCC(C)C)CN(C(=O)[C@H](C)C2(O)CCC2)C1. Its spin multiplicity is 1. The HOMO-LUMO gap is 9.562 eV. For the energy above the lowest of the compared OMol25 structures with the same formula, charge and spin, the calculation gives 92.0 kJ/mol. For the total energy, the calculation gives -35005.426 eV. Its LUMO energy is 0.020 Eh. The HOMO energy is -0.331 hartree.



2.
Below is a cluster of 10 separate species, C25H69FN3O14S2Si in total, with properties calculated with the ωB97M-V functional and the def2-TZVPD basis.

Geometry as XYZ:
```
115
Properties=species:S:1:pos:R:3
S 0.4611 -2.3065 -0.2584
S -2.6984 -0.6557 -0.2957
Si -1.7061 1.5349 -2.3587
F 1.0407 -2.9993 1.0046
O 5.3371 -2.2331 -1.7173
O 4.2431 1.9984 -1.3353
O -5.9638 3.3031 -3.5177
O 1.8745 3.2263 -3.3691
O 0.8089 -0.4907 7.1273
O 1.4912 -2.2505 -1.2323
O -5.2406 -5.1526 -2.3452
O 1.0082 1.1845 1.3153
O -2.0233 -5.9326 -1.9200
O 0.4449 -0.0397 -6.7044
O 1.0365 4.0257 2.9135
O 5.1361 3.1254 0.4029
O -0.7790 -2.9034 -0.5632
O 0.3669 -4.4813 3.4961
N -1.3844 0.2659 -0.9831
N 0.7782 1.0198 -1.0424
N 0.2099 -0.8086 0.4122
C -3.3962 2.2630 2.8370
C -3.4845 1.4091 -2.8516
C 3.7961 0.4402 1.5597
C -2.4049 1.9926 3.9697
C -1.4490 3.2111 -1.5912
C 2.7329 -0.4617 0.8984
C 1.8631 -0.1301 -6.6727
C -7.1045 2.6459 -4.0673
C -0.1765 0.1219 -0.5654
C 1.2999 -0.1830 1.3540
C -1.0969 1.4336 3.4168
C -1.3490 -6.8133 -1.0267
C 1.0044 -0.7191 2.7679
C 1.2454 1.8332 0.0819
C 1.4386 -5.0097 4.2703
C 4.8176 2.0741 -0.0847
C -0.6465 1.1848 -3.8334
C 1.1505 0.2991 3.9097
C 1.7951 5.2065 2.6578
C 4.9456 0.7242 0.5755
C -5.8929 -6.0727 -1.4827
C 1.5023 4.5429 -3.7874
C -0.2034 0.7659 4.4535
C 4.9229 -2.1992 -3.0806
C 0.1537 -1.7413 7.3131
H -0.0469 1.4038 5.3221
H 1.5376 0.5233 -1.5015
H -2.8407 1.3269 4.7159
H -5.9149 -5.7165 -0.4483
H 0.3515 0.8149 -3.6116
H -1.3112 0.7385 2.5920
H 4.9086 -3.1989 -3.5195
H -3.7296 2.3690 -3.3113
H -0.3909 3.4642 -1.5477
H -0.7070 -0.1337 4.8249
H -3.7118 1.3249 2.3712
H 0.9683 -0.1054 7.9934
H -0.8096 -1.6207 7.8142
H 1.2984 6.0198 3.1800
H -1.6645 -7.8233 -1.2737
H -1.7469 -5.0361 -1.7092
H -7.0421 2.5765 -5.1555
H -0.0089 -1.1207 2.7831
H 0.1455 -0.3311 -7.5703
H 2.2071 -1.1566 -6.8216
H 2.1702 -4.2386 4.5298
H -3.2085 0.4170 0.3339
H 1.6902 -1.5482 2.9347
H -0.2640 -6.7451 -1.1434
H 0.6727 2.7568 0.1248
H -0.0189 -2.1635 6.3241
H 2.8410 -0.3552 -0.1813
H 3.9317 -1.7487 -3.1897
H 3.7621 2.8239 -1.4915
H 1.9463 -5.8268 3.7524
H -3.6647 0.6304 -3.5909
H 2.2067 5.2940 -3.4255
H 4.9890 -0.0425 -0.2004
H 1.0057 -5.3979 5.1883
H -6.9164 -6.1747 -1.8358
H 4.2247 -0.1020 2.4014
H -2.8907 2.8502 2.0630
H 4.7075 -2.7791 -1.2378
H -7.1234 1.6409 -3.6529
H 2.1809 0.2043 -5.6863
H -1.8437 3.2334 -0.5712
H 2.3267 0.5123 -7.4254
H -2.1793 2.9593 4.4245
H -1.6072 -6.6071 0.0154
H 5.9063 0.7060 1.0860
H 0.5224 4.7494 -3.3638
H 5.6470 -1.5915 -3.6172
H -5.9388 4.1957 -3.8739
H -4.2681 2.8260 3.1625
H 1.6533 -0.2036 4.7365
H -8.0300 3.1561 -3.7935
H -4.3303 -5.0693 -2.0440
H 2.2939 2.0778 -0.0652
H -1.9808 3.9579 -2.1791
H 1.7848 1.1447 3.6422
H 2.7372 3.0340 -3.7505
H 2.8161 5.1181 3.0346
H 3.3750 1.3553 1.9733
H 2.9951 -1.4966 1.1081
H -0.4998 2.1292 -4.3612
H -1.1096 0.4729 -4.5153
H -4.1710 1.3055 -2.0127
H -5.4138 -7.0551 -1.5083
H 0.7694 -2.4378 7.8871
H 1.8257 5.4438 1.5906
H -0.5379 2.2547 2.9641
H 0.7226 -4.1311 2.6766
H 1.4588 3.2899 2.4606
H 1.4364 4.6077 -4.8749
```

Its spin multiplicity is 1. The HOMO-LUMO gap is 7.649 eV. For the total energy, the calculation gives -92435.748 eV. Its LUMO energy is -0.141 Eh. The HOMO energy is -0.422 hartree. As for the net charge: +1.